Record 1
The following is a quantum chemistry calculation of a structure of composition C42H51FN14O5Si2Tl in a non-equilibrium geometry, from OMol25.

CARTESIAN COORDINATES (ANGSTROEM)
Tl: -0.302 0.753 -1.148
C: -2.785 -2.461 0.538
O: -2.534 -1.566 -0.520
C: -3.557 -1.297 -1.349
C: -4.883 -1.579 -1.039
C: -5.891 -1.391 -1.971
C: -5.568 -0.957 -3.244
C: -4.253 -0.647 -3.548
C: -3.226 -0.759 -2.606
N: -1.913 -0.307 -2.894
N: -1.671 -0.321 -4.131
C: -0.636 0.261 -4.749
C: 0.503 0.888 -4.118
O: 0.755 0.831 -2.897
C: 1.382 1.655 -4.994
C: 1.140 1.831 -6.307
C: 0.052 1.167 -6.966
C: -0.209 1.364 -8.331
C: -1.223 0.689 -8.965
C: -1.988 -0.230 -8.236
C: -1.777 -0.403 -6.888
C: -0.775 0.315 -6.202
H: -3.450 -3.268 0.219
H: -1.825 -2.888 0.814
H: -3.218 -1.952 1.406
H: -5.144 -1.937 -0.052
H: -6.919 -1.597 -1.698
H: -6.336 -0.837 -3.998
H: -3.995 -0.293 -4.534
H: 2.214 2.149 -4.506
H: 1.784 2.470 -6.904
H: 0.408 2.068 -8.880
H: -1.435 0.860 -10.013
H: -2.761 -0.800 -8.736
H: -2.373 -1.105 -6.325
C: 1.787 0.953 6.526
C: 0.470 0.207 6.318
N: 0.253 -0.123 4.922
C: -0.458 0.760 4.141
C: -0.661 0.633 2.820
C: -1.498 1.679 2.068
O: -2.239 2.374 2.779
O: -1.326 1.728 0.824
C: -0.114 -0.499 2.127
O: -0.276 -0.746 0.941
C: 0.697 -1.416 2.955
C: 1.325 -2.477 2.314
C: 2.109 -3.336 3.033
F: 2.769 -4.344 2.408
C: 2.250 -3.193 4.407
C: 1.635 -2.132 5.049
C: 0.868 -1.204 4.334
N: 3.005 -4.113 5.205
C: 3.045 -5.498 4.789
C: 3.379 -6.339 6.014
N: 4.716 -5.886 6.528
C: 4.696 -4.428 6.882
C: 4.308 -3.651 5.633
H: 1.937 1.182 7.582
H: 1.769 1.884 5.960
H: 2.625 0.359 6.160
H: -0.360 0.831 6.646
H: 0.445 -0.709 6.912
H: -0.889 1.607 4.660
H: 1.203 -2.601 1.245
H: 1.775 -2.050 6.119
H: 3.793 -5.696 4.005
H: 2.070 -5.789 4.403
H: 3.428 -7.400 5.774
H: 2.642 -6.171 6.797
H: 5.394 -6.011 5.771
H: 5.005 -6.447 7.326
H: 5.675 -4.136 7.260
H: 3.946 -4.284 7.657
H: 5.081 -3.798 4.856
H: 4.259 -2.587 5.857
N: 2.901 -1.127 -0.777
C: 2.697 -0.215 0.243
N: 3.422 -0.201 1.358
N: 2.916 0.820 2.072
N: 1.947 1.380 1.423
N: 1.788 0.760 0.243
C: 1.846 -1.834 -1.343
N: 1.967 -3.100 -1.714
N: 0.759 -3.418 -2.220
N: -0.036 -2.407 -2.152
N: 0.620 -1.374 -1.600
H: 3.705 -1.713 -0.619
C: -3.323 2.659 -3.775
Si: -2.560 3.417 -2.212
C: -2.694 5.281 -2.611
C: -3.666 3.135 -0.713
C: -0.740 2.930 -2.017
Si: 0.429 4.178 -1.229
C: -0.275 4.728 0.431
C: 0.533 5.657 -2.443
C: 2.209 3.572 -1.080
H: -4.184 2.039 -3.530
H: -2.609 2.037 -4.310
H: -3.654 3.430 -4.475
H: -3.742 5.522 -2.807
H: -2.120 5.555 -3.498
H: -2.355 5.908 -1.783
H: -4.679 2.848 -1.004
H: -3.730 4.030 -0.090
H: -3.250 2.350 -0.083
H: -0.341 2.656 -2.995
H: -1.171 5.339 0.302
H: 0.446 5.297 1.021
H: -0.559 3.837 0.995
H: -0.241 6.402 -2.255
H: 0.410 5.307 -3.471
H: 1.500 6.162 -2.382
H: 2.216 2.557 -0.690
H: 2.788 4.196 -0.395
H: 2.711 3.563 -2.049

Values from the calculation:
Net charge: -1
LUMO, eV: -0.50
Frontier orbital gap, eV: 3.4
Relative energy (zero: lowest compared OMol25 entry of this formula, charge and spin), kcal/mol: 45.4

Atom charges from the Mulliken analysis, given in e for atoms 1 to 2: Tl 1.563; C -1.217

=====

Record 2
The following is a quantum chemistry calculation of a structure of composition C42H52BaClN5OP2S3, from OMol25.

CARTESIAN COORDINATES (ANGSTROEM)
Ba: 0.691 0.226 0.915
C: -0.437 2.938 3.641
N: -0.102 1.514 3.800
C: 1.182 1.459 4.535
C: 2.004 0.211 4.305
N: 2.684 0.203 3.000
C: 3.196 -1.155 2.756
C: 3.735 1.207 2.914
C: 4.908 0.977 3.635
C: 5.987 1.840 3.605
C: 5.895 2.986 2.826
C: 4.734 3.242 2.124
C: 3.616 2.385 2.146
S: 2.204 2.934 1.246
C: -1.166 0.781 4.470
C: -1.888 1.435 5.473
C: -2.969 0.860 6.118
C: -3.350 -0.425 5.758
C: -2.628 -1.101 4.793
C: -1.514 -0.548 4.129
S: -0.689 -1.595 2.986
H: -0.317 3.506 4.574
H: -1.468 3.047 3.313
H: 0.236 3.368 2.901
H: 0.985 1.570 5.611
H: 1.769 2.327 4.223
H: 1.351 -0.662 4.338
H: 2.737 0.101 5.120
H: 3.849 -1.506 3.565
H: 3.722 -1.189 1.809
H: 2.344 -1.838 2.713
H: 4.977 0.078 4.236
H: 6.883 1.617 4.171
H: 6.725 3.682 2.767
H: 4.653 4.139 1.523
H: -1.599 2.438 5.755
H: -3.504 1.412 6.881
H: -4.200 -0.903 6.230
H: -2.906 -2.111 4.519
C: -0.827 -3.621 -1.919
P: -0.730 -1.791 -2.018
C: -2.499 -1.439 -2.514
N: -2.988 -2.051 -3.563
C: -4.259 -1.773 -3.942
C: -4.802 -2.396 -5.092
C: -6.078 -2.110 -5.479
C: -6.868 -1.198 -4.738
C: -6.368 -0.590 -3.625
C: -5.046 -0.869 -3.205
N: -4.554 -0.281 -2.088
C: -3.318 -0.540 -1.741
P: -2.671 0.192 -0.159
C: -3.597 -0.898 0.990
C: -3.563 1.832 -0.002
C: -3.326 2.638 -1.281
C: -2.835 2.513 1.163
C: -5.055 1.763 0.322
C: 0.165 -1.506 -3.653
C: -0.120 -2.517 -4.763
C: 1.657 -1.552 -3.319
C: -0.194 -0.093 -4.121
H: -1.356 -4.053 -2.768
H: -1.327 -3.900 -0.991
H: 0.193 -4.007 -1.876
H: -4.175 -3.089 -5.640
H: -6.496 -2.582 -6.359
H: -7.879 -0.987 -5.063
H: -6.953 0.108 -3.038
H: -4.649 -0.976 0.710
H: -3.498 -0.509 2.006
H: -3.125 -1.880 0.997
H: -2.267 2.644 -1.553
H: -3.638 3.675 -1.124
H: -3.897 2.234 -2.119
H: -1.783 2.696 0.926
H: -2.879 1.906 2.073
H: -3.299 3.479 1.382
H: -5.601 1.191 -0.424
H: -5.461 2.781 0.350
H: -5.225 1.317 1.304
H: 0.222 -3.516 -4.485
H: 0.443 -2.220 -5.654
H: -1.175 -2.568 -5.017
H: 1.973 -2.531 -2.953
H: 1.927 -0.832 -2.548
H: 2.231 -1.336 -4.226
H: -1.242 -0.015 -4.422
H: 0.423 0.171 -4.985
H: 0.000 0.642 -3.336
O: 2.790 -1.549 -0.367
N: 2.917 -0.257 -0.202
Cl: 7.535 -3.379 -4.073
C: 6.503 -2.282 -3.184
C: 6.524 -2.301 -1.798
C: 5.707 -1.427 -1.102
C: 4.869 -0.533 -1.766
C: 3.988 0.397 -0.982
C: 4.869 -0.544 -3.153
C: 5.683 -1.410 -3.874
H: 7.170 -2.996 -1.278
H: 5.705 -1.441 -0.019
H: 3.541 1.146 -1.646
H: 4.600 0.953 -0.262
H: 4.220 0.140 -3.688
H: 5.681 -1.410 -4.956
S: 0.780 3.572 -2.170
C: 0.975 2.310 -1.320

Values from the calculation:
Net charge: -1
2S+1: 2
LUMO (alpha / beta), eV: 1.16 / 1.16
<S²>: 0.755
Frontier orbital gap (alpha / beta), eV: 4.9 / 5.5
Relative energy (zero: lowest compared OMol25 entry of this formula, charge and spin), kcal/mol: 5.7

Atom charges from the Mulliken analysis, given in e for atoms 1 to 2: Ba -0.176; C -1.362

=====

Record 3
The following is a quantum chemistry calculation of a structure of composition C42H52N8S5SbSiTl in a non-equilibrium geometry, from OMol25.

CARTESIAN COORDINATES (ANGSTROEM)
Tl: 10.653 14.228 13.875
S: 11.254 14.374 6.642
Sb: 10.344 16.080 7.814
S: 8.881 14.289 10.062
S: 10.608 15.407 10.320
S: 8.017 15.382 8.445
C: 13.112 17.482 13.397
C: 13.762 16.159 13.662
C: 15.149 16.045 13.988
C: 15.693 14.788 13.980
C: 14.886 13.650 13.786
C: 13.575 13.770 13.427
N: 13.083 15.045 13.441
N: 12.661 12.788 13.311
Si: 12.583 11.327 12.371
C: 13.922 10.220 12.979
C: 11.005 10.534 12.715
C: 12.744 11.545 10.538
H: 12.261 17.355 12.709
H: 13.910 18.161 13.176
H: 12.556 17.804 14.273
H: 15.764 16.884 14.305
H: 16.757 14.602 14.113
H: 15.309 12.647 13.672
H: 13.778 9.230 12.647
H: 13.833 10.180 14.045
H: 14.952 10.512 12.770
H: 10.202 11.175 13.106
H: 11.122 9.676 13.326
H: 10.648 10.089 11.802
H: 13.679 11.994 10.288
H: 11.820 12.034 10.103
H: 12.841 10.581 10.046
C: 6.737 11.990 15.395
C: 7.449 12.363 14.285
N: 8.007 11.497 13.455
C: 7.964 10.176 13.830
C: 7.267 9.749 14.938
C: 6.601 10.653 15.729
C: 7.259 8.338 15.262
C: 8.316 7.527 15.356
C: 9.782 7.803 15.412
C: 10.206 8.824 16.438
C: 11.503 8.524 17.194
N: 12.433 7.812 16.302
C: 11.964 7.258 15.283
N: 10.621 6.998 14.891
H: 6.229 12.743 16.010
H: 7.446 13.394 14.017
H: 8.403 9.437 13.210
H: 6.050 10.305 16.592
H: 6.280 7.882 15.411
H: 8.144 6.497 15.141
H: 9.442 8.895 17.172
H: 11.311 8.005 18.110
H: 12.759 6.822 14.670
S: 11.156 10.976 18.484
C: 11.837 10.019 17.138
C: 10.790 10.140 16.044
N: 9.914 11.305 16.194
C: 9.925 11.699 17.381
H: 12.845 10.211 16.874
H: 11.203 9.958 15.082
H: 9.340 12.535 17.792
C: 6.128 19.902 16.239
C: 7.334 19.169 15.784
C: 7.932 19.541 14.610
C: 9.042 18.824 14.049
C: 9.620 19.102 12.647
C: 9.611 17.776 14.744
C: 9.021 17.381 15.920
C: 7.922 18.060 16.454
N: 9.443 16.177 16.512
C: 10.480 16.127 17.587
C: 10.849 14.698 17.837
C: 11.779 14.463 19.033
C: 13.042 15.154 18.538
C: 12.835 16.622 18.349
C: 12.312 17.363 19.565
C: 11.084 16.651 20.032
C: 11.286 15.172 20.370
C: 9.983 16.733 18.960
C: 11.777 16.766 17.242
H: 5.297 19.808 15.506
H: 6.288 20.980 16.342
H: 5.869 19.649 17.310
H: 7.454 20.254 14.026
H: 10.425 19.849 12.737
H: 8.798 19.343 11.968
H: 10.065 18.105 12.290
H: 10.348 17.065 14.371
H: 7.399 17.662 17.327
H: 11.342 14.312 16.941
H: 10.001 14.045 17.942
H: 11.905 13.350 19.224
H: 13.330 14.634 17.617
H: 13.781 14.959 19.294
H: 13.820 17.042 17.936
H: 12.053 18.399 19.292
H: 13.004 17.289 20.386
H: 10.759 17.151 20.954
H: 10.375 14.683 20.650
H: 12.129 15.014 21.023
H: 9.574 17.750 19.013
H: 9.208 16.016 19.306
H: 12.155 16.412 16.274
H: 11.689 17.822 16.959
N: 8.031 14.124 18.904
C: 7.976 13.995 20.058
H: 8.659 15.744 16.957

Values from the calculation:
Net charge: -2
LUMO, eV: 3.12
Frontier orbital gap, eV: 5.8
Relative energy (zero: lowest compared OMol25 entry of this formula, charge and spin), kcal/mol: 39.3

Atom charges from the Mulliken analysis, given in e for atoms 1 to 2: Tl 0.718; S -0.688